Entry from the OMol25 dataset: a structure of composition C24H43B3BeCl4F6InLiNNaO15 at a distorted geometry (ωB97M-V with the def2-TZVPD basis set).

Properties
lowest unoccupied orbital energy = -5.14 eV
DFT total energy = -5013.195957 Eh
highest occupied orbital energy = -7.21 eV
frontier orbital gap = 2.071 eV

CARTESIAN COORDINATES (ANGSTROEM)
1 C 0.34184 -5.58424 4.15287
2 C -0.24194 -4.36208 3.43391
3 O 0.65171 -3.24351 3.68449
4 B -0.00996 -2.03772 3.68243
5 O -0.24924 -1.44923 4.91007
6 In -0.59631 -1.21946 1.63090
7 F -1.22715 -2.83638 0.53333
8 C 1.10111 -0.21158 0.51972
9 C 2.32907 -1.09913 0.28021
10 N 2.76379 -0.96507 -1.14270
11 C 4.24355 -0.82481 -1.22690
12 C 5.04247 -2.04597 -0.77187
13 C 2.26093 -1.93451 -1.94359
14 C 3.04548 -2.34832 -3.23612
15 O 1.21712 -2.50416 -1.78435
16 O -2.19229 0.12533 1.60864
17 C -2.76758 0.34297 2.89737
18 C -4.04899 -0.62344 3.02976
19 C -3.67669 -2.09656 3.19987
20 C -5.05867 -0.26794 4.21164
21 C -4.79619 1.05143 4.94070
22 C -6.52629 -0.18080 3.56649
23 H -0.47106 -6.15181 4.60112
24 H 0.98083 -5.19950 4.94278
25 H 0.90970 -6.18784 3.45130
26 H -1.21888 -4.08904 3.83798
27 H -0.35715 -4.55013 2.36588
28 H 0.13313 -0.56383 4.91478
29 H 0.65728 0.13722 -0.41252
30 H 1.31951 0.67120 1.11936
31 H 2.06319 -2.12111 0.55344
32 H 3.10764 -0.72521 0.93850
33 H 4.52669 -0.47665 -2.21799
34 H 4.50847 -0.01011 -0.55575
35 H 4.88878 -2.26560 0.28136
36 H 6.09881 -1.87054 -0.97539
37 H 4.74617 -2.95674 -1.31581
38 H 3.50047 -3.34105 -3.00646
39 H 2.34773 -2.45277 -4.06085
40 H 3.82252 -1.58739 -3.49096
41 H -2.10628 0.15011 3.74710
42 H -3.01331 1.46398 2.94485
43 H -4.63867 -0.57506 2.06034
44 H -2.99794 -2.15179 4.05396
45 H -3.24985 -2.53170 2.29670
46 H -4.55446 -2.68155 3.47667
47 H -5.13231 -1.08174 4.93020
48 H -4.71244 1.85225 4.19853
49 H -5.64338 1.31352 5.56956
50 H -3.84902 1.04977 5.47727
51 H -6.59266 -0.98470 2.83170
52 H -6.64234 0.77960 2.98116
53 H -7.30397 -0.27511 4.31505
54 C -3.45901 -0.95315 -1.81581
55 Cl -3.43784 -1.21100 -3.56325
56 Cl -5.12209 -0.97808 -1.17464
57 H -2.89003 -1.74277 -1.33241
58 H -3.01761 0.01213 -1.59979
59 Na -4.69191 0.87585 1.61744
60 Be 5.21406 -2.99257 -3.79374
61 B 2.22048 4.28435 -0.97740
62 O 2.80657 3.43811 -2.02199
63 C 3.45619 4.19583 -2.87930
64 O 4.02456 3.76965 -3.84270
65 C 3.33466 5.65511 -2.41463
66 O 3.80395 6.60934 -2.95680
67 O 2.59458 5.67320 -1.29956
68 O 0.75276 4.07859 -0.96162
69 C 0.42711 3.62742 0.23230
70 O -0.68647 3.33248 0.57688
71 C 1.68240 3.52716 1.09713
72 O 1.72217 3.14554 2.23388
73 O 2.71390 3.90414 0.36920
74 O 6.16708 -0.07758 -5.15864
75 C 6.52051 0.91576 -5.73500
76 O 7.43101 1.77252 -5.23950
77 C 7.55774 2.91692 -6.10395
78 C 7.05874 2.44559 -7.46211
79 C 5.99892 1.42044 -7.06750
80 H 6.95098 3.72669 -5.69521
81 H 8.59710 3.23474 -6.12933
82 H 6.68519 3.25388 -8.08713
83 H 7.86613 1.94912 -8.00320
84 H 5.02295 1.88179 -6.90970
85 H 5.92498 0.60972 -7.78715
86 F 7.52731 -2.44307 -3.17262
87 B -10.35485 -0.77273 3.41564
88 F -11.73936 -0.75022 3.04533
89 F -10.02535 0.41009 4.03877
90 F -10.21264 -1.86614 4.31792
91 F -9.57450 -0.96854 2.28952
92 Li -12.50232 -2.40411 3.84681
93 C -0.62111 1.28360 -3.74232
94 Cl -1.02587 1.77697 -2.09420
95 Cl 0.34593 2.50523 -4.57486
96 H -0.05378 0.36070 -3.69767
97 H -1.53990 1.12882 -4.29521
98 O -2.38622 3.93838 2.75253
99 H -1.93478 3.82282 3.59381
100 H -1.86528 3.40575 2.13106

Atoms 1-2, force components in eV/Å:
C -0.5 0.7 -0.2
C 0.4 -0.1 0.3